ORCA calculation (ωB97M-V/def2-TZVPD) on 2 unconnected molecules or ions with the total composition CH4O2 at a distorted geometry.

* lowest unoccupied orbital energy: 0.0181 hartree
* gap between HOMO and LUMO: 10.636 eV
* largest force on an atom: 3.62 eV Å⁻¹
* relative energy (zero: lowest compared OMol25 entry of this formula, charge and spin): 6.73 kcal per mole
* charge: 0

Geometry as XYZ:
```
7
Properties=species:S:1:pos:R:3:forces:R:3
O 0.09226 -0.00385 -2.62001 0.440 -0.009 3.591
C 0.21318 -0.03070 -1.37926 -0.458 -0.164 -3.057
H -0.68233 -0.01458 -0.71349 0.474 0.054 -0.339
H 1.20864 -0.11433 -0.88175 -0.448 0.098 -0.271
O -0.07284 -0.28662 1.81203 -0.614 1.054 0.092
H 0.29007 0.61276 1.97832 -0.426 -0.934 -0.111
H -1.04897 -0.16268 1.80416 1.032 -0.100 0.095
```
Forces are in eV/Å.

Listed below, in e, are the Mulliken charges computed for each atom: -0.4433 0.0689 0.1581 0.2202 -0.6646 0.3309 0.3298

***

ORCA calculation (ωB97M-V/def2-TZVPD) on 2 unconnected molecules or ions with the total composition CH4O2P2 at a distorted geometry.

* lowest unoccupied orbital energy: -0.0083 hartree
* gap between HOMO and LUMO: 9.606 eV
* largest force on an atom: 3.66 eV Å⁻¹
* relative energy (zero: lowest compared OMol25 entry of this formula, charge and spin): 43.88 kcal per mole
* charge: 0

Geometry as XYZ:
```
9
Properties=species:S:1:pos:R:3:forces:R:3
C -2.14752 0.80833 -0.50068 -2.519 0.494 1.170
O 3.61398 0.06408 -0.30561 0.831 -0.094 0.392
O 1.45652 -0.99986 0.62533 1.757 -0.443 3.185
P 2.16379 0.11520 -0.29821 -0.966 0.114 -0.632
P -2.01834 -0.85002 -0.27027 -0.028 0.936 -0.344
H -3.11470 1.48261 -0.48582 1.777 -1.887 -0.539
H -1.30396 1.39495 -0.26193 1.003 0.717 -0.196
H 1.95870 -1.23411 1.52324 -1.290 0.423 -2.854
H -0.60847 -0.78117 -0.02604 -0.565 -0.259 -0.182
```
Forces are in eV/Å.

Listed below, in e, are the Mulliken charges computed for each atom: -0.4047 -0.4308 -0.4418 0.5014 -0.0326 0.2212 0.2126 0.3556 0.0191

***

ORCA calculation (ωB97M-V/def2-TZVPD) on a molecular structure, CH4O2Pb at a distorted geometry.

* lowest unoccupied orbital energy (spin up / spin down): -0.2404 / -0.2540 hartree
* gap between HOMO and LUMO (spin up / spin down): 6.881 / 7.078 eV
* largest force on an atom: 4.36 eV Å⁻¹
* relative energy (zero: lowest compared OMol25 entry of this formula, charge and spin): 0.00 kcal per mole
* charge: +1
* 2S+1: 2

Geometry as XYZ:
```
8
Properties=species:S:1:pos:R:3:forces:R:3
H -1.01467 -1.42521 -0.89485 0.739 1.043 0.236
O -0.67690 -0.15851 -0.37395 -3.789 -2.046 0.695
Pb -1.18679 -1.54364 1.22530 -0.107 -0.241 0.075
O 0.39330 0.64096 -0.40880 3.724 1.599 -1.489
C 0.20512 1.85697 0.31943 -0.475 -0.423 0.816
H 0.93333 2.57836 -0.06417 -0.308 -0.270 -0.166
H -0.83332 2.20657 0.26129 0.327 0.073 -0.272
H 0.46000 1.63624 1.36282 -0.111 0.265 0.106
```
Forces are in eV/Å.

Listed below, in e, are the Mulliken charges computed for each atom: 0.2743 -0.4331 0.9774 -0.1006 -0.5269 0.2416 0.3059 0.2614

***

ORCA calculation (ωB97M-V/def2-TZVPD) on 2 unconnected molecules or ions with the total composition CH4O2S at a distorted geometry.

* lowest unoccupied orbital energy: 0.0257 hartree
* gap between HOMO and LUMO: 10.263 eV
* largest force on an atom: 1.96 eV Å⁻¹
* relative energy (zero: lowest compared OMol25 entry of this formula, charge and spin): 65.41 kcal per mole
* charge: 0

Geometry as XYZ:
```
8
Properties=species:S:1:pos:R:3:forces:R:3
C 0.90032 1.14978 1.02711 -0.023 0.300 0.465
O 1.12750 0.41769 0.11324 0.775 0.281 -0.332
O -0.96282 -0.84308 0.29556 -0.757 -0.162 1.358
S -0.59847 -1.55041 -0.92762 -0.839 0.506 -1.700
H 1.49443 1.14245 1.95924 0.084 -0.112 -0.061
H -1.81055 -1.64701 -1.65800 0.839 -0.187 0.192
H 0.07029 1.87330 1.01906 -0.099 0.015 -0.148
H -0.22071 -0.54272 -1.82859 0.020 -0.640 0.227
```
Forces are in eV/Å.

Listed below, in e, are the Mulliken charges computed for each atom: -0.0600 -0.3815 -0.5144 0.2054 0.2229 0.1504 0.2095 0.1677

***

ORCA calculation (ωB97M-V/def2-TZVPD) on a single CH4O2S molecule at a distorted geometry.

* lowest unoccupied orbital energy: 0.0302 hartree
* gap between HOMO and LUMO: 9.493 eV
* largest force on an atom: 5.30 eV Å⁻¹
* relative energy (zero: lowest compared OMol25 entry of this formula, charge and spin): 46.90 kcal per mole
* charge: 0

Geometry as XYZ:
```
8
Properties=species:S:1:pos:R:3:forces:R:3
C 0.07727 0.75366 -0.44054 1.965 1.225 2.719
O 0.84502 -2.39805 0.73757 1.464 2.416 -4.262
O 0.21075 0.17407 0.98753 -0.944 0.395 -1.373
S 1.37193 -0.93406 1.23557 0.464 0.932 -0.153
H 1.13814 0.58158 -0.78351 -1.258 0.942 -0.320
H -0.34898 1.84887 -0.35417 1.342 -2.210 -0.020
H -0.60019 0.17664 -0.98489 -1.058 -1.073 -0.752
H 0.55811 -2.82596 1.45796 -1.976 -2.627 4.162
```
Forces are in eV/Å.

Listed below, in e, are the Mulliken charges computed for each atom: -0.4263 -0.4106 -0.2978 0.1392 0.2561 0.1852 0.2348 0.3194

***

ORCA calculation (ωB97M-V/def2-TZVPD) on a single CH4O2S2 molecule at a distorted geometry.

* lowest unoccupied orbital energy: 0.0075 hartree
* gap between HOMO and LUMO: 10.278 eV
* largest force on an atom: 5.90 eV Å⁻¹
* relative energy (zero: lowest compared OMol25 entry of this formula, charge and spin): 62.47 kcal per mole
* charge: 0

Geometry as XYZ:
```
9
Properties=species:S:1:pos:R:3:forces:R:3
C 0.26823 -0.21036 0.48964 4.891 -0.323 -3.292
O -1.70474 1.54755 0.32492 0.338 2.465 1.403
O -0.97209 -0.78474 0.26669 -0.977 -0.053 0.506
S -3.77148 -0.43706 0.01356 0.038 -0.162 0.086
S -2.05693 0.28591 -0.16515 -0.209 -1.451 -4.764
H 0.90325 -0.88819 1.09232 -0.783 0.648 0.088
H 0.33232 0.84703 0.68430 -0.646 0.013 1.172
H 0.92526 -0.14678 -0.56030 -1.723 -0.621 2.018
H -1.62737 0.40056 -1.68812 -0.930 -0.516 2.782
```
Forces are in eV/Å.

Listed below, in e, are the Mulliken charges computed for each atom: -0.6208 -0.4954 -0.1989 -0.2585 0.6070 0.2676 0.3293 0.2184 0.1513